1.
The following is a quantum chemistry calculation of a molecular structure, C5H10O2 at a distorted geometry, from the OMol25 dataset.

Summary:
Lowest unoccupied orbital energy (alpha / beta): -0.54 / -0.54 eV
Highest occupied orbital energy (alpha / beta): -0.3107 / -0.3108 Ha
Energy relative to the best compared isomer or geometry (same formula, charge and spin): 766.6 kJ/mol

```
17
Properties=species:S:1:pos:R:3:mulliken_charge:R:1
C -1.655 -0.300 -0.330 -1.50
C -0.683 0.052 0.745 0.34
C 0.618 -0.722 0.780 0.28
O 0.598 -1.825 -0.017 -0.56
C 1.374 0.440 0.338 -0.93
C 0.226 1.218 0.528 -0.63
O 0.423 1.079 -1.999 -0.75
H -2.491 0.400 -0.365 0.37
H -2.086 -1.289 -0.198 0.35
H -1.187 -0.298 -1.304 0.35
H -1.215 0.050 1.694 0.48
H 0.940 -1.007 1.781 0.34
H 1.485 -2.201 0.018 0.32
H 2.403 0.733 0.411 0.33
H 1.011 -0.325 -1.583 0.49
H 0.184 2.180 1.010 0.42
H 0.053 1.816 -1.508 0.30
```

=====

2.
The following is a quantum chemistry calculation of a molecular structure, C36H40N3PRbS2SbSe4, from the OMol25 dataset.

Summary:
Net charge: -2
Lowest unoccupied orbital energy: 3.26 eV
Highest occupied orbital energy: -0.0359 Ha
Energy relative to the best compared isomer or geometry (same formula, charge and spin): 19.5 kJ/mol

```
88
Properties=species:S:1:pos:R:3:mulliken_charge:R:1
Rb -0.320 0.112 0.468 0.36
C 2.354 -3.047 0.924 -0.97
C 2.903 -1.762 1.569 -0.82
N 1.879 -0.924 2.139 0.40
C 1.403 -1.190 3.465 -0.88
C 0.574 -2.470 3.629 -0.53
S -0.902 -2.666 2.566 -0.06
C -0.469 -4.092 1.526 -1.07
C 0.125 -3.783 0.146 0.27
N 1.151 -2.789 0.175 0.85
H 2.128 -3.785 1.698 0.38
H 3.157 -3.495 0.316 0.37
H 3.386 -1.160 0.795 0.15
H 3.683 -2.045 2.301 0.29
H 2.105 0.062 2.014 0.18
H 0.801 -0.326 3.759 0.20
H 2.220 -1.274 4.209 0.30
H 0.212 -2.501 4.659 0.49
H 1.185 -3.360 3.483 0.24
H -1.393 -4.659 1.388 0.49
H 0.197 -4.725 2.115 0.54
H -0.667 -3.408 -0.505 -0.43
H 0.441 -4.761 -0.276 0.16
H 1.287 -2.333 -0.722 -0.05
Se -0.043 4.090 -1.068 -0.69
Sb 1.644 3.388 0.611 0.70
Se 2.809 1.407 -0.416 -0.49
Se 0.393 2.493 2.592 -0.81
Se 3.252 5.102 1.250 -0.79
N 0.914 -1.033 -2.233 0.04
S 1.007 -1.110 -3.789 -0.33
C 2.699 -0.880 -4.371 0.68
C 3.156 -1.682 -5.406 -0.25
C 4.454 -1.521 -5.872 -0.57
C 5.282 -0.570 -5.292 -0.40
C 4.816 0.219 -4.247 -0.85
C 3.518 0.071 -3.780 -0.10
C 0.354 0.379 -4.571 0.83
C -0.070 0.287 -5.892 -0.74
C -0.587 1.411 -6.519 -0.57
C -0.686 2.606 -5.815 -0.59
C -0.266 2.683 -4.494 -0.36
C 0.258 1.564 -3.860 -0.18
H 1.409 -0.212 -1.844 -0.40
H 2.503 -2.431 -5.839 0.39
H 4.820 -2.143 -6.680 0.35
H 6.297 -0.447 -5.651 0.36
H 5.455 0.958 -3.783 0.48
H 3.168 0.693 -2.957 0.05
H 0.007 -0.657 -6.421 0.35
H -0.921 1.351 -7.548 0.40
H -1.102 3.482 -6.299 0.36
H -0.332 3.602 -3.923 0.26
H 0.582 1.653 -2.824 0.29
C -5.463 1.714 -5.450 -0.49
C -4.175 1.236 -5.644 -0.79
C -3.389 0.892 -4.555 0.26
C -3.881 0.985 -3.252 0.33
C -5.163 1.499 -3.069 -0.46
C -5.947 1.857 -4.158 -0.87
P -2.721 0.571 -1.882 1.51
C -2.951 -1.262 -1.737 0.32
C -2.516 -2.047 -2.809 -0.21
C -2.598 -3.429 -2.769 -0.78
C -3.087 -4.068 -1.636 -0.63
C -3.464 -3.307 -0.542 -0.83
C -3.392 -1.919 -0.590 -0.09
C -3.560 1.213 -0.390 0.42
C -4.825 0.810 0.061 -0.25
C -5.357 1.342 1.221 -0.85
C -4.632 2.283 1.953 -0.59
C -3.389 2.698 1.512 -0.67
C -2.858 2.173 0.336 -0.57
H -6.075 1.997 -6.298 0.36
H -3.763 1.160 -6.643 0.43
H -2.362 0.592 -4.725 -0.10
H -5.552 1.638 -2.069 0.45
H -6.940 2.258 -3.990 0.40
H -2.088 -1.574 -3.684 0.00
H -2.254 -4.009 -3.617 0.40
H -3.139 -5.149 -1.597 0.32
H -3.810 -3.789 0.366 0.44
H -3.676 -1.354 0.287 0.40
H -5.389 0.073 -0.500 0.54
H -6.333 1.020 1.564 0.37
H -5.045 2.684 2.871 0.39
H -2.794 3.411 2.069 0.46
H -1.899 2.560 -0.015 0.14
```

=====

Q: What is the formula in the first record?
A: C5H10O2

=====

Q: Which formula does entry 1 have?
A: C5H10O2